# 1
C5H7PS | ωB97M-V/def2-TZVPD

Its frontier orbital gap (spin up / spin down) is 7.084 / 7.081 eV. As for the largest force on an atom: 5.6 eV/A.

The geometry in XYZ format:
```
14
Properties=species:S:1:pos:R:3:nbo_charge:R:1
S 1.9666 1.5818 0.0126 0.6016
P 4.0125 -0.6163 0.1395 0.3111
C -0.0582 -0.8378 0.1026 -0.0003
C 0.2757 1.6548 0.1241 -0.5698
C 2.4021 0.0340 -0.3992 -0.6834
C -1.9762 0.6718 0.3234 -0.6211
C -0.5370 0.4132 0.0884 -0.1450
H 3.6089 -1.8507 -0.2756 -0.0002
H -2.2751 1.3286 1.0753 0.2333
H 3.5398 -0.3542 1.3948 0.0080
H -2.5632 0.9915 -0.6873 0.2254
H -2.4989 -0.3068 0.6216 0.2193
H -0.2161 -1.6513 -0.5217 0.1846
H -0.2824 2.5784 0.0060 0.2364
```

=====

# 2
C6H13BFN2O2 | ωB97M-V/def2-TZVPD

Its frontier orbital gap is 8.164 eV. As for the largest force on an atom: 7.9 eV/A. As for the total charge: +1.

The geometry in XYZ format:
```
25
Properties=species:S:1:pos:R:3:nbo_charge:R:1
F -1.7170 2.6509 1.9164 -0.2335
O -0.9442 -2.1876 -2.6285 -0.7374
O 1.8383 0.1425 0.4263 -0.8978
N 0.2577 1.0327 2.3135 -0.6348
N -0.6459 2.1453 4.0933 -0.5218
C 0.4320 1.3121 4.5887 -0.0195
C -0.7574 1.9715 2.6714 0.8082
C -0.7588 0.2372 -0.0403 -1.0385
C 1.0939 0.5418 3.4064 -0.0309
C 0.1758 -0.8495 -4.2934 -0.6328
C 0.2235 -2.1004 -3.4388 -0.0619
B 0.5258 0.4894 0.9273 1.1710
H 1.0928 -2.0786 -2.7776 0.1696
H -0.7052 -0.8572 -4.9417 0.2047
H -1.3140 2.7682 4.5806 0.4799
H 1.9369 -0.8186 0.6660 0.5116
H 1.9680 -0.1867 3.3984 0.3082
H 0.7057 1.2512 5.6911 0.2821
H -0.6280 -0.8299 -0.4737 0.3015
H 1.0695 -0.7679 -4.9164 0.2213
H -1.6964 0.2630 0.6317 0.2255
H 0.1012 0.0421 -3.6648 0.2029
H -0.8328 1.0412 -0.8537 0.2843
H 0.2865 -2.9973 -4.0622 0.1684
H -1.7082 -2.2154 -3.2203 0.4698
```

=====

# 3
C48H126N6O18 | ωB97M-V/def2-TZVPD

Its frontier orbital gap is 9.110 eV. Its SMILES is COCCNCCOC.COCCNCCOC.COCCNCCOC.COCCNCCOC.COCCNCCOC.COCCNCCOC.CCO.CCO.CCO.CCO.CCO.CCO. As for the largest force on an atom: 3.5 eV/A.

The geometry in XYZ format:
```
198
Properties=species:S:1:pos:R:3:mulliken_charge:R:1
O -5.4342 4.6627 -6.1712 -0.2823
O -4.7848 -1.8908 -0.8725 -0.1861
O 0.6615 -1.5444 -7.2660 -0.6875
O 1.8310 3.1156 6.5033 -0.4650
O -7.5377 -1.0132 -0.7889 -0.4749
O 5.5189 2.6708 3.4443 -0.2353
O 0.4733 -5.9839 3.0461 -0.4974
O 0.4767 0.2616 -1.6897 0.2579
O 2.5104 -2.8837 -6.0557 -0.4198
O -1.9760 0.6893 5.0397 -0.5427
O 2.0996 1.7762 -3.1291 0.0214
O -5.3295 1.2969 -2.5172 -0.4123
O 4.7690 -1.5021 0.5604 -0.3566
O -0.2888 4.6386 -0.0317 -0.2017
O 2.0814 -3.3346 3.1791 -0.3086
O -1.2961 -3.9422 -2.7369 -0.5296
O 2.3208 3.5639 0.3870 0.5814
O 1.7217 -5.0306 6.5418 -0.2499
N 4.6133 1.6211 0.8762 -0.0764
N -3.8813 2.3789 -5.0041 -0.0189
N 1.5302 -3.5934 -3.3416 -0.3198
N 0.4778 4.0974 -2.5036 0.5672
N -0.0110 2.6498 4.1158 -0.1902
N 1.2283 -2.6138 5.6583 0.4195
C 0.8723 -3.0621 -2.1292 0.8803
C -1.3750 -0.1240 -0.1948 0.3548
C -4.8447 -3.1365 -0.1858 0.0819
C 1.5300 -6.4002 6.4987 -0.7830
C -0.2840 -3.9879 -1.7278 -0.6224
C 0.5027 -0.2255 -6.7682 0.3627
C -8.4792 -2.0800 -0.7326 -0.2703
C 1.3174 3.3086 4.2347 -0.3135
C 1.2715 2.3981 -4.0871 -0.2736
C -4.3397 3.9999 -6.8111 -0.5351
C 2.8469 -3.0281 -3.6805 0.2477
C 2.5772 -2.2269 5.2553 -1.0064
C 1.1100 -2.8666 7.0884 -0.9650
C -0.9683 -5.9587 3.2723 -0.5237
C 3.2450 4.5231 -0.1915 -0.0842
C 2.9413 -3.4309 -7.3119 -0.8995
C -5.3928 6.0326 -6.4607 -0.7642
C 2.6645 2.5635 7.4443 -0.5615
C 3.4533 0.5931 0.8047 0.5934
C 5.8141 1.1609 1.6480 -0.8598
C -0.0099 1.2524 3.6541 1.6686
C 0.7423 -4.3249 7.2641 -0.5073
C 5.7982 2.7803 4.8078 -0.8471
C 5.7119 1.2139 3.1029 -0.1341
C -1.4519 -0.0574 6.1122 -0.3154
C -9.2561 -2.1851 0.5220 -1.1177
C -5.4942 1.6334 -1.2056 -0.6616
C 0.9993 3.8874 -3.8270 -1.2264
C 3.4781 2.0376 -3.0653 -0.6881
C 1.9699 -3.3784 1.7986 -0.4386
C -1.3512 0.5425 3.8063 -0.7712
C 3.3607 -3.4818 -5.0561 -1.0361
C -3.9537 1.0656 -4.3941 -0.4444
C 0.0866 5.4617 -2.2286 -0.8969
C -2.1440 -2.8202 -2.6911 0.0716
C -0.9196 5.4128 -1.0305 -0.3883
C -1.1762 4.4672 1.0830 -0.6116
C 5.1914 -2.4353 -0.3634 -0.4475
C -0.9776 0.1299 -6.8901 -1.1428
C 3.8566 5.4412 0.8507 -1.2119
C -4.4393 2.5530 -6.3661 -0.5552
C -3.9463 1.1120 -2.8768 0.2593
C 3.8247 -0.5717 -0.0881 -0.1069
C -0.2632 0.8688 -0.5014 2.0885
C -5.3427 -2.9879 1.2312 -0.8182
C 2.2645 2.7881 5.2117 0.3433
C -1.4155 -4.4932 2.8491 0.0173
C 2.6243 -2.1942 3.7367 0.2153
H 0.4587 1.0498 0.3324 -1.3178
H 2.6773 1.0869 0.2193 -0.3456
H 2.8912 -1.2212 5.6273 0.2184
H 2.1170 -1.3382 3.4427 -0.3178
H 5.0715 2.1822 5.3787 0.2310
H 3.5877 -3.4904 -2.9681 0.0696
H 1.7239 2.3480 -5.1483 0.3307
H -4.4167 4.1363 -7.9167 0.4840
H 5.5926 3.7830 5.1707 0.2857
H -0.6294 4.0414 1.8886 0.0452
H 2.7717 5.0961 -1.0129 0.1736
H 0.9563 6.1103 -2.0139 0.2872
H 5.8107 -1.9741 -1.1367 0.3117
H -1.7448 -2.0064 -3.2852 0.0871
H 5.7223 -3.2463 0.1526 0.3214
H -0.5977 2.8096 4.9132 0.4232
H -0.7575 0.5909 6.6567 0.2401
H -4.4557 6.5813 -6.2716 0.2930
H 4.0119 -3.3480 -7.4681 0.3247
H -5.6405 -1.4553 -0.8106 0.1894
H -1.7762 4.7609 -1.3603 0.1718
H 6.6818 0.8384 3.6076 0.4948
H 3.8200 1.7512 -2.0721 -0.0895
H 3.6981 2.7757 7.2145 0.2316
H 1.0884 0.9758 -1.9522 -0.2765
H 6.6259 1.8312 1.4033 0.3963
H 0.9063 -3.4216 5.1115 -0.1437
H 2.0057 -2.6735 7.6591 0.3800
H 2.4610 1.7155 5.0324 -0.2405
H 3.2412 -4.5800 -5.1921 0.4331
H -1.3864 -6.3968 4.2052 0.2683
H -2.0560 3.8345 0.8670 0.1661
H -2.3354 -0.3166 6.8036 0.2883
H -9.1583 -2.0426 -1.5718 0.5017
H 0.7892 -4.7215 8.2925 0.4658
H -5.3789 -3.8967 1.7701 0.4497
H 0.4642 -6.7292 6.1911 0.2525
H -3.3684 4.3520 -6.4039 0.2442
H -1.0000 -0.9894 5.8376 -0.0523
H -5.4957 -3.8038 -0.7013 0.1792
H 0.8979 -3.3623 -4.1346 0.3206
H 1.2448 -2.6177 1.4495 0.0757
H 4.0687 3.8939 -0.5454 0.3163
H -3.0335 -3.1288 -3.3020 0.3716
H 0.9217 -5.6254 3.8317 0.2435
H -2.3437 -2.5634 -1.6753 -0.2913
H -4.7216 0.4517 -4.7696 0.3028
H 4.3616 -0.2283 -0.9993 0.4961
H 4.3893 -3.1121 -5.1131 0.4086
H -2.4778 -4.3299 2.7920 0.4972
H 4.4260 4.8120 1.5285 0.1517
H -4.7735 2.3489 -0.9472 0.3541
H 1.8321 3.2186 3.2013 -0.2939
H -1.4325 -6.5838 2.4983 0.3251
H 0.0263 -5.0641 -1.7576 0.4029
H 0.7243 0.6369 4.2807 -0.4445
H -3.6476 0.1701 -2.4425 -0.3522
H -6.4008 -2.6482 1.3048 -0.0641
H -1.8175 0.1695 0.7200 0.3661
H -0.7122 -3.8471 -0.7041 0.0656
H 2.2506 -6.6971 5.7461 0.2862
H 1.4552 4.0023 0.5205 -0.2167
H -6.5433 1.9383 -1.0439 0.2605
H 2.4433 2.9137 8.4407 0.3095
H 3.0372 5.8787 1.4740 0.2734
H -5.5445 6.1303 -7.5656 0.2913
H 4.0443 1.4522 -3.7224 0.2641
H 4.2502 -2.8624 -0.8577 -0.1079
H 3.6425 -2.1627 3.3760 0.5043
H 2.6716 -4.5899 -7.3451 0.2785
H -3.7258 2.0500 -6.9731 0.2607
H -6.1904 6.5577 -5.9857 0.2633
H -3.7952 -3.4844 -0.3064 0.1168
H 1.6031 -3.1627 -1.2914 -0.3840
H 1.0220 3.6740 -1.7851 -0.4163
H -7.4528 -0.7710 -1.7443 0.2415
H -0.2597 -4.5132 6.8804 0.2871
H 2.8875 -3.2175 1.1971 0.1872
H 4.2000 2.3993 1.3634 -0.1811
H 1.5495 -4.3697 1.5144 0.3461
H -4.6954 -2.3091 1.7311 0.2325
H 4.4812 6.1291 0.3197 0.3833
H 3.2235 3.2748 4.9753 0.2110
H -1.6837 -0.5985 -6.4969 0.2996
H 6.0631 0.1016 1.3497 0.2781
H 2.5763 1.4683 7.3586 0.1499
H -0.4777 5.7913 -3.1072 0.5040
H -5.2679 0.7667 -0.5400 0.1235
H 1.2643 -2.1226 -6.7351 0.7768
H 2.9503 -1.2168 -0.4699 -0.2054
H -1.2047 1.0730 -6.3946 0.2491
H -9.9526 -3.0628 0.3292 0.2930
H -7.9434 -3.0289 -0.8386 0.1958
H -4.2317 2.9586 -4.3230 0.1815
H 1.1299 4.3900 4.3634 0.4869
H 0.3303 1.8749 -4.1806 0.0362
H -0.7662 1.8636 -0.7181 -0.1957
H 1.8851 -6.9547 7.3472 0.3065
H -3.0025 0.6010 -4.7172 -0.2004
H 2.9271 -1.9511 -3.6714 0.0009
H -3.2861 1.9150 -2.5723 0.4350
H 0.5510 -1.9977 -2.1772 -0.2115
H 3.1200 0.2916 1.7861 0.1808
H 1.9690 4.4434 -3.9655 0.2353
H 0.9945 0.5479 -7.3759 0.2292
H -1.1051 0.1517 -7.9465 0.3883
H -1.2549 -0.4984 3.7271 0.4845
H 0.3435 -2.2145 7.5048 0.3351
H -2.1358 -0.0291 -0.9689 -0.9008
H 3.3272 -2.9028 5.6921 0.5357
H 3.8003 3.1070 -3.2009 0.2302
H 6.7934 2.4222 4.9455 0.4316
H -2.0363 0.9955 3.1060 0.2899
H 4.8872 0.7067 3.6095 -0.0439
H 0.2924 4.1761 -4.5947 0.5381
H -5.4471 2.0911 -6.4207 0.3604
H -0.9052 -3.8073 3.4928 -0.1628
H -1.1324 6.3673 -0.5657 0.4086
H 0.4056 1.1799 2.6333 -1.0865
H -1.0104 -4.3369 1.8810 -0.1580
H -9.8300 -1.2703 0.5890 0.3016
H 0.8777 -0.1283 -5.7654 -0.1393
H 2.2964 -2.8641 -8.0291 0.3529
H -0.9279 -1.1369 -0.0312 -0.1060
H -1.5801 5.4857 1.3513 0.3587
H -8.6701 -2.3603 1.4589 0.2857
```

=====

# 4
C27H52P2SiV | ωB97M-V/def2-TZVPD

Its frontier orbital gap (spin up / spin down) is 4.423 / 5.213 eV. As for the largest force on an atom: 3.7 eV/A. The spin multiplicity is 2. As for the total charge: +2.

The geometry in XYZ format:
```
83
Properties=species:S:1:pos:R:3:mulliken_spin:R:1
V -0.3391 -0.5079 1.4436 1.4760
P -0.8357 0.8373 -4.3509 -0.0002
P 1.5126 -1.0306 -5.1131 -0.0001
Si 1.9027 2.0274 3.4053 0.0385
C 3.1029 -0.5428 -5.9403 0.0000
C 3.4038 2.9483 2.7124 -0.0198
C -2.0702 0.7012 0.5213 0.0455
C 0.6392 0.5734 -5.4664 0.0001
C -0.9311 1.4955 0.4303 -0.0496
C 0.5427 -3.6778 1.8855 -0.0007
C -0.1420 1.7174 -0.8228 0.0190
C 2.5004 1.4528 5.1134 0.0003
C -0.8782 2.6674 -4.6777 -0.0001
C 0.7390 -0.6954 -0.5915 0.0325
C -0.4238 -1.4560 -0.7010 -0.0265
C 1.4014 0.6801 2.1050 -0.2480
C -0.2365 -2.5083 2.3807 -0.0997
C 0.9560 0.6787 -1.1411 -0.0155
C 1.4730 -1.7381 4.1677 0.0049
C -2.6543 -0.1883 -0.5223 -0.0098
C -0.9314 0.1826 4.9104 0.0098
C -1.6722 -0.9941 -1.3940 -0.0009
C -2.0269 0.4177 -5.7111 0.0003
C -2.0184 -1.1196 2.9474 -0.0083
C 0.5520 3.3189 3.6601 -0.0033
C -2.5549 -3.1174 1.3712 0.0041
C -1.6286 -2.2312 2.1234 -0.1584
C 0.1937 -1.6222 3.4217 0.0356
C -0.8977 -0.7574 3.7576 -0.0373
C 0.9443 -1.8778 -6.6677 0.0000
C -3.4250 -0.6994 3.2209 0.0018
H -1.7846 3.0988 -4.2342 0.0000
H -0.0702 0.8618 4.9113 -0.0058
H 1.3337 -2.3004 5.1035 -0.0022
H 1.1670 -1.2470 -7.5408 0.0000
H 1.5959 -3.4065 1.7484 -0.0089
H -4.0539 -0.8148 2.3321 0.0001
H 0.5015 -4.5095 2.6062 0.0001
H 1.9127 1.0467 -0.7341 -0.0054
H -2.7910 0.9906 1.2908 0.0174
H 3.7349 3.7541 3.3859 -0.0045
H 1.8764 -0.7579 4.4360 -0.0012
H -1.8223 1.0625 -6.5780 0.0000
H 3.5990 0.2555 -5.3783 0.0000
H 2.2309 -2.2667 3.5779 0.0017
H -2.2279 -1.8838 -1.7375 -0.0009
H 2.2502 -0.0497 2.0576 -0.0043
H -3.2915 0.3763 -1.2323 -0.0011
H 1.3497 1.4137 -5.3616 0.0000
H -1.9341 -0.6329 -6.0102 0.0000
H 3.3334 0.7404 5.0359 0.0001
H -0.9098 -0.3698 5.8613 -0.0036
H -0.3634 2.9217 4.1159 -0.0002
H -3.8710 -1.3123 4.0220 -0.0035
H -0.8723 2.8499 -5.7650 0.0000
H 0.9234 4.1261 4.3142 0.0000
H 1.1090 0.6950 -2.2369 -0.0002
H -0.7922 2.2539 1.2071 0.0019
H -3.3385 -0.8943 -0.0086 -0.0057
H -0.8035 1.8259 -1.6945 0.0008
H 0.2583 0.5288 -6.5073 0.0000
H 1.7444 1.0159 5.7760 -0.0002
H -3.5052 -2.6201 1.1400 0.0000
H 1.5057 -2.8154 -6.7554 0.0000
H 3.1679 3.4011 1.7404 -0.0003
H -2.1076 -3.4717 0.4327 -0.0006
H -1.4446 -0.4383 -2.3277 0.0082
H 2.9011 2.3347 5.6421 0.0003
H 1.4921 1.2248 1.1380 -0.0029
H 3.7506 -1.4261 -5.9468 0.0000
H -2.7945 -4.0049 1.9806 -0.0021
H 2.9224 -0.2130 -6.9732 0.0000
H -1.8371 0.8001 4.9049 0.0014
H -0.2984 -2.5390 -0.6784 0.0064
H -0.0037 3.1492 -4.2247 -0.0001
H 0.3649 2.6896 -0.7241 -0.0019
H -0.1247 -2.1086 -6.6403 0.0000
H -3.0548 0.5961 -5.3670 0.0000
H 0.2818 3.7876 2.7033 0.0004
H 4.2484 2.2576 2.5752 0.0004
H -3.4674 0.3467 3.5421 -0.0002
H 1.6633 -1.2246 -0.3309 0.0225
H 0.1480 -4.0321 0.9287 0.0043
```